a.
C3H7N3S in the gas phase. Source: the Open Molecules 2025 dataset; level of theory: ωB97M-V/def2-TZVPD.

Element x y z (Å)
H: 0.837 2.120 0.043
N: -0.169 2.005 0.004
C: -0.476 0.781 -0.129
N: -1.782 0.367 -0.286
C: -2.253 -0.938 0.119
S: 0.693 -0.590 -0.191
N: 2.102 0.333 -0.006
C: 3.215 -0.276 -0.012
H: -2.433 1.151 -0.128
H: -2.116 -1.155 1.181
H: -3.333 -1.026 -0.103
H: -1.758 -1.727 -0.475
H: 3.350 -1.370 -0.144
H: 4.122 0.326 0.127

The SMILES is [H]/N=C(/NC)SN=C. The net charge is 0. The HOMO-LUMO gap comes out at 9.59 eV. Its LUMO energy is 0.7 eV.

Mulliken charges, unit e, in atom order:
1 H 0.373
2 N -0.729
3 C 0.500
4 N -0.259
5 C -0.899
6 S -0.117
7 N -0.333
8 C -0.197
9 H 0.290
10 H 0.325
11 H 0.321
12 H 0.287
13 H 0.193
14 H 0.244

***

b.
C3H7N3S in the gas phase. Source: the Open Molecules 2025 dataset; level of theory: ωB97M-V/def2-TZVPD.

Element x y z (Å)
C: 3.292 -0.990 -0.023
N: 1.907 -0.512 -0.069
N: 1.657 0.855 0.113
C: 0.498 1.439 0.113
N: -0.688 0.888 -0.356
C: -1.376 -0.040 0.361
S: -2.856 -0.635 -0.029
H: 3.780 -0.737 0.981
H: 4.092 -0.478 -0.735
H: 3.388 -2.090 -0.240
H: 1.220 -1.058 -0.678
H: 0.508 2.527 0.629
H: -1.059 1.392 -1.336
H: -0.853 -0.457 1.312

The SMILES is CN/N=C\NC=S. The net charge is 0. The HOMO-LUMO gap comes out at 9.11 eV. Its LUMO energy is 0.5 eV.

Mulliken charges, unit e, in atom order:
1 C -0.720
2 N -0.038
3 N -0.415
4 C -0.076
5 N -0.254
6 C -0.091
7 S -0.316
8 H 0.225
9 H 0.246
10 H 0.306
11 H 0.266
12 H 0.298
13 H 0.298
14 H 0.271

***

Least stable = b

***

a.
C2H7NO2S2 in the gas phase. Source: the Open Molecules 2025 dataset; level of theory: ωB97M-V/def2-TZVPD.

Element x y z (Å)
C: 2.120 0.379 -0.491
C: 0.909 -0.241 0.317
S: -0.635 0.670 -0.033
O: -0.669 1.839 0.789
O: -0.827 0.790 -1.443
N: -1.855 -0.383 0.723
S: -3.137 -1.001 -0.153
H: 1.798 1.197 -1.159
H: 2.823 0.838 0.150
H: 2.737 -0.361 -1.173
H: 0.735 -0.371 1.443
H: 0.804 -1.312 -0.025
H: -2.184 0.239 1.427
H: -2.620 -2.284 -0.374

The SMILES is CCS(=O)(=O)NS. The net charge is 0. The HOMO-LUMO gap comes out at 9.96 eV. Its LUMO energy is 0.6 eV.

Mulliken charges, unit e, in atom order:
1 C -1.000
2 C -0.324
3 S 1.045
4 O -0.620
5 O -0.566
6 N -0.395
7 S -0.100
8 H 0.303
9 H 0.296
10 H 0.280
11 H 0.373
12 H 0.271
13 H 0.306
14 H 0.131

***

b.
C2H7NO2S2 in the gas phase. Source: the Open Molecules 2025 dataset; level of theory: ωB97M-V/def2-TZVPD.

Element x y z (Å)
C: -1.411 -0.508 -0.279
C: -0.130 -0.960 0.582
N: 1.817 1.981 -0.643
O: 2.409 -0.259 0.433
O: 0.522 -2.091 -0.041
S: -2.317 0.807 0.597
S: 1.339 0.673 0.532
H: -2.119 -1.270 -0.204
H: -1.139 -0.148 -1.324
H: -0.268 -0.833 1.723
H: 1.239 2.800 -0.483
H: 2.058 1.722 -1.619
H: 1.490 -1.964 -0.057
H: -3.489 0.049 0.781

The net charge is 0. The HOMO-LUMO gap comes out at 8.51 eV. Its LUMO energy is 0.1 eV.

Mulliken charges, unit e, in atom order:
1 C -0.563
2 C -0.145
3 N -0.556
4 O -0.601
5 O -0.478
6 S -0.223
7 S 0.534
8 H 0.376
9 H 0.288
10 H 0.350
11 H 0.266
12 H 0.248
13 H 0.361
14 H 0.142

***

Least stable = b

***

a.
2 unconnected molecules or ions with the total composition C3H7NS. Source: the Open Molecules 2025 dataset; level of theory: ωB97M-V/def2-TZVPD.

Element x y z (Å)
C: -1.265 0.119 -0.535
N: -1.039 -0.738 0.525
S: -2.171 -1.398 1.280
H: -0.597 0.976 -0.330
H: -0.869 -0.210 -1.526
H: -2.397 0.336 -0.714
C: 1.194 0.135 0.875
C: 1.590 0.304 -0.437
H: 0.670 0.693 1.557
H: 1.282 -0.885 1.276
H: 2.037 -0.607 -1.073
H: 1.565 1.274 -0.899

The SMILES is CN=S.C=C. The net charge is 0. The HOMO-LUMO gap comes out at 7.05 eV. Its LUMO energy is -1.0 eV.

Mulliken charges, unit e, in atom order:
1 C -0.641
2 N -0.061
3 S -0.124
4 H 0.225
5 H 0.289
6 H 0.320
7 C -0.622
8 C -0.578
9 H 0.416
10 H 0.179
11 H 0.221
12 H 0.375

***

b.
C3H7NS in the gas phase. Source: the Open Molecules 2025 dataset; level of theory: ωB97M-V/def2-TZVPD.

Element x y z (Å)
C: -1.319 0.712 -0.235
C: -0.611 -0.626 0.179
N: 0.806 -0.819 -0.253
C: 1.778 0.024 0.299
S: 3.378 0.117 -0.123
H: -1.133 0.913 -1.270
H: -1.084 1.663 0.321
H: -2.370 0.438 -0.011
H: -1.252 -1.448 -0.105
H: -0.538 -0.671 1.234
H: 0.887 -0.911 -1.222
H: 1.459 0.609 1.185

The SMILES is CCNC=S. The net charge is 0. The HOMO-LUMO gap comes out at 8.98 eV. Its LUMO energy is 0.5 eV.

Mulliken charges, unit e, in atom order:
1 C -0.845
2 C -0.657
3 N -0.211
4 C -0.167
5 S -0.276
6 H 0.293
7 H 0.273
8 H 0.301
9 H 0.380
10 H 0.374
11 H 0.271
12 H 0.262

***

Least stable = a

***

a.
2 unconnected molecules or ions with the total composition C3H7NS. Source: the Open Molecules 2025 dataset; level of theory: ωB97M-V/def2-TZVPD.

Element x y z (Å)
C: -0.241 1.767 -1.231
C: -0.648 2.045 0.181
C: 0.661 -2.721 0.787
N: -0.771 0.785 -0.389
S: 1.256 -1.112 0.340
H: -0.747 2.165 -2.103
H: 0.689 1.472 -1.410
H: 0.061 2.242 0.965
H: -1.740 2.467 0.216
H: 1.258 -3.412 1.257
H: 0.358 -3.224 -0.084
H: -0.136 -2.474 1.471

The net charge is 0. The HOMO-LUMO gap (spin up / spin down) comes out at 5.84 / 5.84 eV. Its LUMO energy (spin up / spin down) is -2.3 / -2.3 eV.

Mulliken charges, unit e, in atom order:
1 C -0.397
2 C -0.106
3 C -0.825
4 N -0.301
5 S -0.145
6 H 0.195
7 H 0.246
8 H 0.253
9 H 0.190
10 H 0.382
11 H 0.272
12 H 0.235

***

b.
3 unconnected molecules or ions with the total composition C3H7NS. Source: the Open Molecules 2025 dataset; level of theory: ωB97M-V/def2-TZVPD.

Element x y z (Å)
C: 0.862 0.241 -0.503
C: -0.317 -0.039 0.489
C: -1.587 0.683 -0.103
H: 0.503 -2.029 0.676
H: 2.464 -0.300 0.772
H: 1.635 1.275 -0.646
H: 0.387 -0.318 -1.564
H: -0.135 0.244 1.550
H: -2.371 1.061 0.672
H: -1.442 1.350 -0.955
N: 1.634 -1.049 -0.150
S: -1.633 -1.117 -0.238

The net charge is 0. The HOMO-LUMO gap comes out at 8.56 eV. Its LUMO energy is -0.2 eV.

Mulliken charges, unit e, in atom order:
1 C -0.272
2 C -0.489
3 C -0.585
4 H 0.259
5 H 0.210
6 H 0.293
7 H 0.231
8 H 0.352
9 H 0.273
10 H 0.285
11 N -0.520
12 S -0.036

***

c.
A molecular structure, C3H7NS. Source: the Open Molecules 2025 dataset; level of theory: ωB97M-V/def2-TZVPD.

Element x y z (Å)
C: -2.264 1.452 0.556
C: 1.011 -0.315 -0.538
C: 1.887 -1.435 -0.256
H: -2.298 1.684 1.744
H: -2.633 0.413 0.557
H: -3.004 2.172 -0.162
H: 1.447 0.502 -1.091
H: 1.420 -2.715 -0.097
H: 2.985 -1.566 -1.244
H: 2.543 -1.117 1.045
N: -0.279 -0.389 -0.141
S: -0.814 1.314 -0.373

The net charge is 0. The HOMO-LUMO gap comes out at 8.52 eV. Its LUMO energy is 0.4 eV.

Mulliken charges, unit e, in atom order:
1 C -0.694
2 C 0.097
3 C -0.818
4 H 0.253
5 H 0.260
6 H 0.244
7 H 0.336
8 H 0.254
9 H 0.235
10 H 0.209
11 N -0.372
12 S -0.003

***

Least stable = b